1.
This record from the OMol25 dataset describes a molecular structure, C30H24BaF3N6O2S2. The level of theory is the ωB97M-V functional and the def2-TZVPD basis.

```
68
Properties=species:S:1:pos:R:3:mulliken_charge:R:1
Ba 0.13188 1.00261 -0.18349 1.163
S -1.46256 -0.50330 -2.59381 -0.452
S 3.20321 0.64757 -0.70754 -0.435
F 3.55080 -5.62992 -3.95816 -0.287
F 1.62835 -5.47280 -4.94075 -0.253
F 1.87962 -6.82375 -3.27207 -0.260
O -1.62008 2.74623 1.01041 -0.914
O 0.51831 3.15674 1.50855 -0.879
N -1.72054 -1.15591 0.36632 1.136
N -3.58724 -2.04330 -2.42955 -0.468
N 1.39854 2.85280 -2.02416 -0.075
N 1.00159 -2.51732 -1.04954 0.018
N 0.24606 -0.33095 2.28791 0.070
N -2.69531 -1.68235 -0.40792 -1.408
C 2.22462 -5.60223 -3.73805 0.799
C 5.01677 2.39832 -1.65874 -0.496
C 1.81498 -4.51252 -2.79003 0.633
C -2.60475 -1.41621 -1.70322 0.533
C 1.09900 0.05800 3.23147 -0.333
C 2.27786 -2.64159 -1.39978 -0.146
C -2.44145 4.74274 2.83159 -0.203
C 0.54654 3.71597 -2.52975 0.946
C -0.27934 -0.82912 4.95183 -0.271
C -1.12802 4.61140 2.39886 0.007
C -1.88312 6.80786 3.93051 -0.327
C 5.50315 3.54152 -2.30712 -0.468
C -0.19359 5.58402 2.73414 -0.186
C 0.88510 -0.17469 4.58038 -0.787
C 0.98743 4.86755 -3.22196 -0.696
C 3.25633 4.21209 -2.76402 1.183
C -0.92606 3.42234 -2.42161 -1.410
C -2.81688 5.83245 3.60442 -0.550
C -1.83710 -1.40404 1.61591 -1.013
C 3.66474 2.10726 -1.53076 0.691
C 0.48062 -4.39539 -2.43332 -1.083
C -0.70702 3.41253 1.57465 0.841
C 2.74557 3.05689 -2.10924 -0.890
C 2.73650 -3.62369 -2.27134 -0.825
C 4.64318 4.44781 -2.85959 -0.915
C -0.57135 6.68518 3.48949 -0.550
C -1.17302 -1.22599 3.97609 -0.870
C 2.32144 5.10684 -3.32621 -0.760
C -0.88549 -0.95756 2.63547 0.985
C 0.12558 -3.37939 -1.56179 -0.211
H 0.15747 7.44669 3.73946 0.380
H 2.96518 -1.90971 -0.99310 0.263
H -2.17698 7.66280 4.52777 0.365
H 1.98972 0.56688 2.87882 0.436
H -0.90723 -3.25245 -1.26020 0.481
H -3.83936 5.92579 3.95024 0.372
H 0.26087 5.54716 -3.64848 0.348
H -0.26847 -5.06939 -2.82683 0.402
H -2.67806 -2.00427 1.96758 0.178
H -4.38212 -2.37060 -1.90488 0.250
H -3.15417 3.98093 2.54386 0.384
H 1.60712 0.15471 5.31422 0.400
H -2.09102 -1.73652 4.23588 0.378
H 0.82687 5.45175 2.39924 0.387
H -1.30177 3.39526 -1.39315 0.332
H 6.57426 3.69859 -2.36460 0.345
H -1.50127 4.18835 -2.94172 0.387
H 4.99702 5.33856 -3.36523 0.322
H 5.71828 1.69622 -1.22736 0.370
H -1.16529 2.45935 -2.88045 0.196
H 2.68861 5.98655 -3.84427 0.362
H -0.48844 -1.02672 5.99594 0.401
H 3.78309 -3.67793 -2.53351 0.451
H -3.74567 -1.68120 -3.35292 0.225
```

Summary:
- energy above the lowest of the compared OMol25 structures with the same formula, charge and spin (kcal/mol) = 8.42
- Kohn-Sham gap (eV) = 6.523
- 2S+1 = 1
- total charge = -1
- E_HOMO (eV) = -4.18

2.
This record from the OMol25 dataset describes 6 unconnected molecules or ions with the total composition C38H61F6I2N2O26S5. The level of theory is the ωB97M-V functional and the def2-TZVPD basis.

```
140
Properties=species:S:1:pos:R:3:mulliken_charge:R:1
I 2.13335 3.84417 -0.22323 0.203
I 6.34602 1.32722 -1.52957 0.133
S 5.73754 -9.02084 3.70936 1.085
S -3.15752 -1.20982 5.45191 1.143
S 3.25829 -2.89735 4.91217 0.980
S -9.17738 -0.05042 7.97344 1.082
S -9.83062 -3.29034 9.25209 1.269
F 1.15428 -1.58263 -1.87720 -0.210
F 4.08839 -0.82918 -0.38000 -0.261
F 2.67646 0.61852 0.45698 -0.316
F 2.07076 -2.31757 0.00997 -0.264
F 6.72244 -3.72039 -2.86847 -0.315
F 0.63679 -0.63886 0.08242 -0.350
O 5.15842 -7.99191 2.59993 -0.340
O -3.34550 -0.97298 7.03972 -0.300
O -10.78386 -3.04771 10.53637 -0.298
O -1.27485 2.60569 -5.23002 -0.310
O 4.68141 -9.87137 4.13648 -0.526
O 3.70372 -4.24046 5.07979 -0.511
O -8.93959 0.91002 8.99926 -0.578
O -8.54688 -2.72554 9.53586 -0.534
O 0.44108 2.98359 -2.98018 0.320
O -9.70911 -4.90364 9.37977 -0.330
O 3.26663 -2.55253 3.33012 -0.255
O -10.56504 -2.99992 8.07941 -0.547
O -0.28116 0.84176 -2.86474 -0.668
O 6.98610 -9.51831 3.24248 -0.528
O 3.83243 -1.80397 5.61342 -0.556
O -2.31325 -2.58827 5.54210 -0.297
O -10.46100 -0.58124 7.71321 -0.511
O 4.39420 0.88804 -4.03553 -0.424
O 1.65518 -2.86884 5.12733 -0.294
O -8.10318 -1.27481 8.16989 -0.203
O -2.29730 -0.19226 4.94969 -0.559
O -8.58541 0.53168 6.58284 -0.340
O -4.42949 -1.49793 4.88222 -0.531
O 6.02416 -7.93615 4.87678 -0.328
O 1.72382 1.36323 -1.98579 -0.192
O 1.00581 4.46257 -5.43639 0.134
N 2.26393 0.04001 -4.35198 -0.424
N -2.48246 -0.46196 -6.85332 -0.564
C 5.49363 -1.58208 -3.19195 -0.367
C -0.88475 4.73998 -1.95567 -0.247
C 2.33880 6.71297 -10.05470 -0.357
C -1.84095 -2.76154 6.88177 -0.319
C 1.02192 -2.35847 3.95123 -0.330
C -2.38194 5.26096 -2.14586 -1.224
C 3.37270 0.13585 -3.33740 -0.410
C 0.16319 0.48054 -5.40018 -1.828
C -10.16115 -5.30326 10.67382 -0.381
C -7.32258 -1.40280 6.97742 -0.108
C -7.28767 -0.01180 6.36106 -0.334
C 3.39691 6.74816 -8.98181 -0.579
C 0.91847 1.64770 -3.10566 -0.358
C -0.75532 3.14989 -2.22749 -0.232
C 2.91141 -0.17653 -0.69143 0.877
C -1.06623 1.33776 -5.83334 0.114
C 3.02124 0.84689 -1.95360 1.680
C 5.98183 -6.62386 4.31412 -0.279
C -2.90937 -2.13213 7.75613 -0.308
C 3.10534 4.12459 -4.03084 -0.732
C 0.90033 6.40727 -9.72700 -0.515
C 3.92713 -1.36382 -3.28702 -0.913
C 4.96062 -6.70883 3.19572 -0.176
C 1.34333 1.22195 -4.55961 0.895
C 0.46268 6.10756 -8.31878 -0.344
C 4.20168 1.81265 -1.41346 -2.151
C 2.95878 6.45878 -7.58495 -0.243
C 1.94769 -2.72557 2.80744 0.358
C 1.67930 -1.16072 -0.69049 0.550
C 1.98403 2.21895 -5.58910 -1.273
C 2.25125 3.73671 -5.29408 -0.027
C -2.40750 0.45316 -5.65575 -0.830
C 4.02860 3.01764 -0.75864 0.283
C 5.24691 3.92787 -0.26486 -1.447
C 5.75089 -3.10228 -3.68256 -0.421
C -11.24604 -4.30391 11.03615 -0.339
C 1.22681 5.84636 -5.71380 -0.936
C 1.50828 6.15082 -7.25702 0.439
H 2.98263 1.82264 -5.98465 0.244
H 2.87091 4.10267 -6.18720 0.604
H 4.78696 -3.67490 -3.79133 0.310
H 1.37067 2.24088 -6.55340 0.439
H 0.23469 6.36881 -5.50299 0.424
H 0.16901 6.38726 -10.58962 0.327
H -0.88931 -2.23124 6.97610 0.249
H 5.92816 4.21390 -1.12733 0.380
H 2.66235 -0.17875 -5.28413 1.112
H 3.64456 -1.89776 -4.26408 0.612
H -1.58865 3.26364 -5.86843 0.324
H -0.17777 -0.48742 -4.94112 0.423
H -2.65039 5.33393 -3.23750 0.250
H 5.09432 -5.92091 2.45518 0.291
H 5.82447 -1.57169 -2.11286 0.133
H -7.05895 -0.03375 5.29670 0.298
H 1.98533 6.35998 -5.05861 0.439
H 1.74421 -0.83225 -4.12211 0.934
H -7.82562 -2.11494 6.31705 0.311
H -11.41225 -4.24735 12.11120 0.314
H -1.71861 2.91512 -2.78468 0.089
H 3.72380 5.03965 -4.31936 0.473
H -0.60711 5.00068 -0.88097 0.304
H -0.25644 0.49086 -1.95717 0.318
H 5.70969 -5.88929 5.06972 0.272
H -1.00402 1.51018 -6.96085 0.463
H 6.12436 -0.95351 -3.87131 0.247
H 6.97645 -6.39149 3.92297 0.305
H -2.78110 -1.37399 -6.47936 0.245
H 3.94131 -6.66895 3.58797 0.245
H 3.72506 6.46200 -6.75042 0.245
H 0.93378 -1.27385 4.05502 0.298
H -6.56428 0.62828 6.87462 0.303
H -3.76602 -2.80019 7.87730 0.253
H 4.67514 0.41319 -4.83749 0.627
H 4.48083 6.95582 -9.16205 0.349
H -6.32499 -1.77099 7.21426 0.033
H -3.30237 1.13339 -5.69056 0.360
H -12.18756 -4.54415 10.53543 0.286
H 5.80157 3.35100 0.53502 0.379
H -10.52947 -6.32777 10.65300 0.314
H 2.69198 6.91543 -11.10414 0.327
H -2.47837 6.25658 -1.60654 0.395
H -3.26855 -0.18653 -7.45735 0.269
H 2.47966 4.48145 -3.15098 -0.116
H 0.71105 0.16567 -6.35580 0.499
H -0.74912 2.69779 -1.18300 0.292
H -1.69021 -3.81664 7.10368 0.352
H -3.09722 4.56376 -1.59820 0.298
H 1.79557 -2.10196 1.93856 -0.282
H 1.83051 -3.77646 2.52642 0.207
H 4.89466 4.88865 0.19860 0.422
H -2.52748 -1.85263 8.73694 0.343
H 0.02931 -2.79210 3.83402 0.320
H 3.84590 3.36015 -3.67283 0.160
H 6.19407 -3.04334 -4.73163 0.301
H -0.16866 5.33070 -2.61383 0.152
H 3.47924 -2.03129 -2.49269 0.450
H -0.61357 5.86297 -8.08083 0.348
H -9.31526 -5.23532 11.36368 0.281
H -2.30668 -0.15232 -4.71245 0.284
```

Summary:
- Kohn-Sham gap (eV) = 7.761
- 2S+1 = 1
- total charge = +1
- E_HOMO (eV) = -10.96

3.
This record from the OMol25 dataset describes 2 unconnected molecules or ions with the total composition C8H24NOP. The level of theory is the ωB97M-V functional and the def2-TZVPD basis.

```
35
Properties=species:S:1:pos:R:3:mulliken_charge:R:1
P 1.06261 -1.06784 4.90081 -0.312
O 1.52804 0.18205 -2.07495 -0.495
N -1.30306 1.07405 -2.47840 -0.097
C 0.90825 -2.52392 2.51739 -0.115
C -0.38716 1.39706 -1.31951 -0.546
C -2.70375 1.14616 -1.96059 -0.859
C 0.44101 -1.77376 1.47628 -0.690
C -1.13733 2.05199 -3.58680 -0.915
C 1.09505 1.44415 -1.60739 -0.637
C -1.07283 -0.31813 -2.99625 -0.841
C 1.97594 -2.04928 3.35582 -1.086
H 1.57308 1.68947 -0.65436 0.448
H -0.69992 2.36808 -0.93631 0.326
H -3.38731 0.92312 -2.77558 0.395
H -0.24198 -1.66551 4.53661 -0.061
H 0.47486 -3.49825 2.74353 0.349
H -1.87575 1.83268 -4.35433 0.390
H -2.88873 2.14778 -1.58052 0.385
H 0.45627 -0.29628 5.98082 0.056
H 2.67253 -2.81282 3.71736 0.429
H -1.92377 -0.57976 -3.62223 0.370
H -0.62274 -1.57798 1.34436 0.122
H 0.78652 -0.00788 3.89004 -0.082
H 1.34394 2.23216 -2.32717 0.424
H -0.99774 -0.99933 -2.15264 0.361
H -0.13936 1.95295 -4.00267 0.376
H 2.38708 -0.48468 5.20968 -0.051
H 2.48227 0.20115 -2.19389 0.302
H -2.81675 0.41554 -1.16349 0.385
H 1.34234 -2.20833 5.77450 -0.044
H -0.59319 0.62965 -0.57106 0.439
H -0.16289 -0.33722 -3.58159 0.402
H 1.17183 -1.28921 0.83123 0.152
H -1.28929 3.05629 -3.19777 0.352
H 2.54193 -1.25419 2.85910 0.369
```

Summary:
- Kohn-Sham gap (eV) = 4.317
- 2S+1 = 1
- E_HOMO (eV) = -5.13